Entry from the OMol25 dataset: a structure of composition C36H52BrN3OP2Zn (the ωB97M-V functional and the def2-TZVPD basis).

Geometry as XYZ:
```
96
Properties=species:S:1:pos:R:3
N -2.187 2.711 4.923
C -2.598 1.486 4.600
C -1.699 0.469 4.252
C -0.301 0.676 4.378
C 0.111 1.992 4.733
C -0.879 2.954 5.014
C 0.621 -0.406 4.042
Zn 0.645 0.069 -0.892
P 1.914 -1.242 -2.301
C 1.968 -0.286 3.818
C 2.752 -1.156 2.936
C 4.061 -0.757 2.525
C 4.777 -1.487 1.572
C 4.181 -2.621 1.025
C 2.937 -3.099 1.427
C 2.225 -2.357 2.387
Br 5.250 -3.650 -0.256
H 0.117 -1.352 3.774
H 2.475 0.633 4.148
H -2.095 -0.467 3.851
H 1.156 2.313 4.757
H -3.676 1.307 4.598
H -0.604 3.967 5.318
H 4.514 0.132 2.952
H 1.246 -2.715 2.705
H 5.773 -1.228 1.207
H 2.575 -4.018 0.964
P 0.872 2.373 -0.741
C 1.453 -2.999 -2.012
C 2.537 -4.026 -2.300
H 0.535 -3.248 -2.566
H 1.173 -3.052 -0.947
H 2.147 -5.049 -2.191
H 2.992 -3.945 -3.296
H 3.349 -3.927 -1.565
C 3.691 -0.972 -1.912
C 4.702 -1.382 -2.985
H 3.936 -1.523 -0.994
H 3.803 0.097 -1.672
H 5.719 -1.332 -2.571
H 4.546 -2.409 -3.341
H 4.667 -0.708 -3.849
C 1.735 -0.725 -4.044
C 1.843 -1.849 -5.068
H 2.472 0.064 -4.270
H 0.749 -0.230 -4.089
H 1.592 -1.451 -6.058
H 2.860 -2.250 -5.133
H 1.158 -2.669 -4.842
C -0.239 3.223 -1.936
C -0.292 2.636 -3.348
H 0.077 4.278 -1.970
H -1.241 3.220 -1.482
H -0.838 3.338 -3.994
H 0.712 2.483 -3.767
H -0.828 1.675 -3.372
C 2.558 2.944 -1.214
C 3.621 2.683 -0.148
H 2.472 4.017 -1.438
H 2.801 2.441 -2.160
H 4.606 2.956 -0.553
H 3.428 3.293 0.744
H 3.645 1.624 0.152
C 0.652 3.301 0.837
C -0.776 3.662 1.244
H 1.274 4.215 0.785
H 1.106 2.659 1.618
H -0.749 4.216 2.192
H -1.273 4.291 0.497
H -1.386 2.766 1.405
C -5.863 -1.710 -0.509
N -4.407 -1.705 -0.498
N -3.649 -0.681 -0.036
C -2.321 -0.928 -0.341
O -1.392 -0.131 0.018
C -2.319 -2.169 -1.031
C -3.625 -2.589 -1.141
C -4.181 -3.794 -1.794
C -4.176 0.368 0.764
C -5.031 0.077 1.833
C -5.532 1.132 2.603
C -5.151 2.445 2.310
C -4.308 2.735 1.231
C -3.816 1.684 0.449
H -6.200 -1.769 -1.556
H -6.266 -0.790 -0.095
H -6.227 -2.566 0.080
H -1.435 -2.650 -1.402
H -4.739 -4.447 -1.109
H -4.855 -3.551 -2.628
H -3.339 -4.373 -2.193
H -5.289 -0.963 2.050
H -6.227 0.907 3.413
H -5.544 3.261 2.915
H -4.029 3.761 0.989
H -3.196 1.867 -0.426
```

Calculated values
Charge: +2
Gap between HOMO and LUMO (eV): 6.98
2S+1: 1
HOMO (eV): -12.56

Entry from the OMol25 dataset: a cluster of 9 separate species, C36H52N2O21 in total (the ωB97M-V functional and the def2-TZVPD basis).

Geometry as XYZ:
```
111
Properties=species:S:1:pos:R:3
C -4.405 3.943 -3.204
C -3.932 2.527 -2.915
C -4.366 1.858 -1.461
O -4.982 0.676 -1.845
C -4.968 0.501 -3.211
O -5.557 -0.419 -3.803
O -4.321 1.517 -3.824
H -4.242 4.570 -2.341
H -5.494 3.972 -3.420
H -3.848 4.360 -4.083
H -2.861 2.620 -2.876
H -5.018 2.581 -0.926
H -3.485 1.587 -0.899
C 6.621 0.425 1.023
C 5.172 0.558 0.826
C 4.401 -0.784 0.490
O 3.624 -1.002 1.702
C 3.785 0.025 2.561
O 3.148 0.155 3.587
O 4.577 0.935 2.032
H 6.930 -0.525 1.482
H 7.058 1.223 1.650
H 7.145 0.352 0.041
H 4.896 1.283 0.073
H 5.071 -1.642 0.253
H 3.661 -0.671 -0.290
C 1.122 1.701 -4.799
C 1.287 1.056 -3.478
C 1.906 -0.394 -3.466
O 3.316 -0.165 -3.268
C 3.462 1.077 -2.760
O 4.518 1.477 -2.339
O 2.310 1.745 -2.689
H 0.911 2.757 -4.763
H 0.360 1.203 -5.340
H 1.981 1.607 -5.473
H 0.431 1.070 -2.836
H 1.752 -0.897 -4.384
H 1.613 -1.032 -2.607
C -0.981 -4.208 -4.415
C -2.069 -3.444 -3.738
C -2.318 -3.922 -2.355
O -2.544 -2.747 -1.592
C -2.028 -1.694 -2.263
O -1.882 -0.620 -1.787
O -1.661 -2.096 -3.535
H -1.455 -5.132 -4.602
H -0.159 -4.390 -3.710
H -0.632 -3.727 -5.342
H -2.944 -3.366 -4.394
H -1.390 -4.338 -1.971
H -3.091 -4.653 -2.152
C -1.479 2.365 2.891
C -2.928 2.423 2.524
C -3.751 3.337 3.548
O -4.568 4.175 2.696
C -4.234 4.029 1.416
O -4.829 4.502 0.508
O -3.184 3.130 1.307
H -1.358 1.813 3.903
H -1.012 3.339 3.045
H -0.973 1.858 2.122
H -3.273 1.366 2.365
H -3.026 3.976 4.082
H -4.316 2.674 4.259
C -0.494 -1.795 3.277
C -1.131 -3.128 3.655
C -2.497 -3.341 2.995
O -2.494 -4.670 2.551
C -1.252 -5.118 2.326
O -0.918 -6.150 1.816
O -0.386 -4.143 2.819
H -1.227 -1.038 3.561
H -0.482 -1.689 2.167
H 0.474 -1.605 3.688
H -0.934 -3.346 4.654
H -2.625 -2.666 2.123
H -3.310 -3.171 3.667
C 1.765 -6.542 -0.522
C 1.524 -5.225 0.143
C 2.702 -4.236 -0.081
O 2.072 -2.935 -0.058
C 0.781 -3.117 -0.064
O -0.040 -2.247 -0.060
O 0.413 -4.432 -0.314
H 0.928 -7.252 -0.297
H 2.739 -6.916 -0.183
H 1.992 -6.466 -1.575
H 1.355 -5.366 1.251
H 3.140 -4.438 -1.046
H 3.538 -4.264 0.651
C 0.892 5.562 4.269
C 1.843 5.957 3.369
C 2.683 4.900 3.124
N 2.259 3.833 3.844
C 1.193 4.227 4.639
H 0.099 6.151 4.690
H 1.943 6.974 3.022
H 3.617 4.788 2.567
H 2.711 2.950 3.935
H 0.679 3.556 5.346
C 1.419 2.454 0.533
C 0.531 3.167 -0.314
C -0.355 2.276 -0.854
N -0.046 1.012 -0.441
C 0.977 1.148 0.484
H 2.265 2.888 1.058
H 0.496 4.196 -0.457
H -1.084 2.403 -1.596
H -0.606 0.160 -0.552
H 1.354 0.215 0.961
```

Calculated values
Charge: 0
Gap between HOMO and LUMO (eV): 8.16
2S+1: 1
HOMO (eV): -7.93

Entry from the OMol25 dataset: a structure of composition C36H53BrN7O4PbSeSi (the ωB97M-V functional and the def2-TZVPD basis).

Geometry as XYZ:
```
104
Properties=species:S:1:pos:R:3
Pb -0.986 0.783 1.325
C 1.276 2.376 3.198
C 1.763 1.055 3.817
N 1.566 -0.105 2.918
C 1.444 -1.352 3.612
C 0.044 -1.697 4.003
C -0.241 -3.024 4.320
C -1.567 -3.393 4.588
C -2.519 -2.391 4.536
C -2.119 -1.066 4.260
C -3.164 0.002 4.218
N -2.867 1.123 3.284
C -2.434 2.378 3.966
C -0.942 2.464 4.275
N -0.179 2.404 3.031
N -0.886 -0.734 3.963
H 1.748 2.513 2.212
H 1.611 3.233 3.825
H 1.219 0.818 4.772
H 2.868 1.182 4.029
H 2.315 -0.127 2.207
H 2.000 -1.370 4.573
H 1.843 -2.160 2.983
H 0.597 -3.704 4.427
H -1.898 -4.421 4.829
H -3.580 -2.597 4.713
H -3.222 0.333 5.276
H -4.126 -0.472 3.967
H -3.688 1.344 2.708
H -3.016 2.458 4.905
H -2.733 3.255 3.291
H -0.691 1.591 4.911
H -0.708 3.375 4.857
H -0.439 3.163 2.399
O -0.437 1.691 -2.911
C -0.323 1.728 -1.655
O -1.281 1.377 -0.869
C 1.006 2.296 -1.039
O 2.089 2.552 -1.649
O 0.811 2.430 0.239
C 2.376 -4.623 -2.947
C 1.150 -4.854 -3.821
C 0.537 -3.504 -4.394
C 0.113 -2.493 -3.328
N 1.071 -1.453 -3.034
C 1.702 -1.176 -1.847
Se 1.126 -1.701 -0.217
N 2.649 -0.203 -2.056
C 3.674 0.181 -1.120
C 4.623 -1.014 -0.812
C 5.485 -1.641 -1.942
C 6.290 -0.634 -2.828
C 2.535 0.232 -3.397
C 3.032 1.338 -4.024
C 2.483 1.668 -5.278
C 1.686 0.750 -5.928
C 1.190 -0.395 -5.328
C 1.506 -0.558 -3.991
H 2.834 -5.564 -2.683
H 2.064 -4.063 -2.057
H 3.090 -4.030 -3.524
H 0.383 -5.324 -3.226
H 1.386 -5.537 -4.657
H -0.311 -3.762 -5.021
H 1.298 -3.088 -5.107
H -0.011 -3.040 -2.384
H -0.849 -2.039 -3.536
H 3.185 0.535 -0.199
H 4.275 1.000 -1.514
H 3.987 -1.760 -0.330
H 5.306 -0.690 -0.005
H 4.890 -2.282 -2.597
H 6.162 -2.351 -1.458
H 5.617 0.105 -3.290
H 6.814 -1.140 -3.643
H 6.984 -0.117 -2.182
H 3.697 2.022 -3.490
H 2.806 2.598 -5.812
H 1.407 0.924 -6.971
H 0.472 -1.027 -5.842
C -5.520 -1.210 1.200
Si -4.072 -1.392 -0.067
C -2.926 -2.937 -0.010
C -4.370 -0.578 -1.718
H -6.464 -0.910 0.763
H -5.216 -0.481 1.961
H -5.693 -2.175 1.708
H -2.997 -3.528 -0.917
H -3.105 -3.609 0.833
H -1.939 -2.479 0.129
H -4.444 -1.227 -2.558
H -3.464 0.074 -1.738
H -5.253 0.056 -1.697
Br -4.732 2.681 0.460
C -3.592 4.172 0.673
C -4.280 5.428 0.698
C -3.512 6.541 0.489
C -2.133 6.426 0.454
C -1.556 5.173 0.457
N -2.280 4.005 0.654
H -5.374 5.508 0.823
H -3.967 7.533 0.338
H -1.485 7.267 0.200
H -0.493 5.063 0.371
```

Calculated values
Charge: -1
Gap between HOMO and LUMO (spin up / spin down) (eV): 3.17 / 3.18
2S+1: 1
HOMO (spin up / spin down) (eV): -0.86 / -0.87

Maximum force (eV/Å)
1.80 4.66 3.48
Energy (a.u.)
-6678.0461 -3092.5858 -7545.6353
ΔE to the lowest compared entry with this formula, charge and spin (kJ/mol)
0.00 156.49 347.80